Formula: C9H15ClNO2
Source: OMol25
Level of theory: ωB97M-V with the def2-TZVPD basis set

LUMO = 2.8 eV
Charge = -1
Molecular weight = 204.68 g mol⁻¹
Highest occupied orbital energy = -5.0881 eV
HOMO-LUMO gap = 7.85 eV

Structure (XYZ):
```
28
C9H15ClNO2 ωB97M-V with the def2-TZVPD basis set
C 1.3755 0.5520 -2.2081
C 1.5024 1.1256 -3.2491
C -1.5803 -5.6798 2.1969
C 1.5821 1.9309 -4.4219
C -1.2721 2.0396 0.5740
C -0.9965 -1.7181 2.6080
C 1.2267 -2.0744 1.5099
C -1.2886 0.6841 1.3106
C -0.0835 -0.1452 0.9745
N 0.0271 -1.2586 1.7104
O -1.5959 -5.9215 3.3576
O -1.1640 -5.8597 1.1028
Cl -3.2321 -4.2150 1.8165
H 1.6430 -0.0347 -1.3386
H 1.6590 1.2731 -5.2992
H 2.5185 2.6125 -4.4727
H 0.6593 2.4956 -4.5857
H -2.0661 2.4104 -0.1304
H -1.2785 2.8331 1.3161
H -0.3813 2.1964 0.0005
H -1.0595 -1.0434 3.4513
H -1.9452 -2.0041 2.1821
H -0.6889 -2.6781 3.0033
H 0.9649 -2.6480 0.6042
H 2.0751 -1.4396 1.4582
H 1.0864 -2.7892 2.3105
H -2.1042 -0.0567 0.8990
H -1.4629 0.6644 2.4278
```

Atomic partial charges in e from the Mulliken method, atoms 1 to 4: atom 1 (C): -0.016, atom 2 (C): 0.001, atom 3 (C): 0.710, atom 4 (C): -1.140